Record 1
C30H39FN7O3SSiTi | ωB97M-V/def2-TZVPD

Results
HOMO-LUMO gap (spin up / spin down)	3.95 / 6.40	eV
HOMO (spin up / spin down)	-1.79 / -4.25	eV
⟨S²⟩	2.011
multiplicity	3
ΔE to the lowest compared entry with this formula, charge and spin	26.8	kJ/mol
electronic energy	-3412.68197	Ha
net charge	-1

XYZ file:
```
83
Properties=species:S:1:pos:R:3:forces:R:3
Ti 10.098611 -4.701692 14.194328 -0.157 0.980 -1.889
O 11.825885 -6.354166 10.612453 -0.142 0.085 0.035
C 11.694570 -5.540584 11.541266 -1.813 -0.229 0.462
N 10.497682 -5.361758 12.228117 1.856 0.022 -1.308
C 9.436020 -6.201507 11.628226 0.949 0.466 0.298
C 8.053242 -5.659473 11.883273 1.235 -0.608 1.427
C 6.960127 -6.259410 11.308966 -0.168 -0.234 -0.479
C 5.746334 -5.640530 11.468801 -0.821 0.164 -0.418
C 5.596003 -4.593837 12.367262 0.034 0.577 0.396
C 6.732227 -4.203776 13.077142 0.083 0.428 -0.200
N 7.937335 -4.708001 12.816902 0.096 0.079 -0.314
C 12.982211 -4.769742 11.831676 2.023 0.206 -0.623
C 14.141950 -5.132672 11.056234 -0.956 -0.776 -0.072
C 15.356070 -4.533731 11.303755 0.633 0.046 1.075
C 15.465788 -3.556605 12.328351 0.585 -0.208 -0.946
C 14.307873 -3.209418 12.951199 -0.819 0.249 -0.028
N 13.135489 -3.800057 12.698711 -1.392 0.258 0.990
H 9.605524 -6.253636 10.553488 -0.076 -0.109 -0.134
H 9.553380 -7.227930 12.014786 -0.425 0.175 -0.229
H 7.070372 -7.207539 10.780590 0.018 0.511 -0.216
H 4.926668 -5.908800 10.807854 -0.164 -0.293 0.406
H 4.632393 -4.079052 12.513923 0.600 -0.338 -0.110
H 6.750066 -3.389186 13.813724 -0.296 -0.426 -0.180
H 14.007359 -5.946854 10.324188 0.243 0.628 0.429
H 16.287429 -4.898056 10.861768 -0.456 0.151 -0.294
H 16.405631 -3.036427 12.584320 -0.516 -0.513 -0.267
H 14.262844 -2.385615 13.659114 0.112 -0.185 0.036
C 13.407845 -2.696077 16.341037 0.162 1.083 0.492
Si 11.748498 -3.441659 16.731606 -1.328 -0.690 -1.359
C 10.561674 -1.931302 16.730410 -0.037 -1.246 -0.204
C 11.324940 -4.194785 18.415365 0.383 -0.836 -0.103
N 11.574012 -4.801182 15.554943 0.112 0.413 0.881
C 12.480090 -5.815652 15.703456 0.800 -1.383 -0.571
C 13.457617 -5.906559 16.718955 -1.170 2.050 1.612
C 14.421066 -6.865467 16.818278 1.353 -0.084 0.129
C 14.593374 -7.770479 15.799286 0.297 -1.170 -0.217
C 13.628962 -7.856582 14.785061 0.775 0.647 0.597
C 12.599647 -6.948171 14.797811 0.005 0.901 0.905
F 11.645374 -7.121684 13.887479 -0.318 0.067 -0.667
H 13.705948 -2.054698 17.208971 0.245 -0.499 -0.637
H 13.263843 -2.009346 15.480158 -0.190 -0.326 0.495
H 14.167715 -3.409806 16.036459 0.162 -0.017 0.309
H 9.726898 -2.223814 17.398531 0.440 0.623 -0.212
H 10.162191 -1.718477 15.734517 0.193 -0.002 0.295
H 11.165932 -1.107475 17.105318 -0.203 0.269 0.199
H 11.844187 -3.604238 19.157247 0.049 0.103 0.655
H 11.674140 -5.249584 18.478314 -0.319 0.728 0.126
H 10.240729 -4.180361 18.620366 0.378 0.175 -0.201
H 13.427166 -5.150663 17.565083 0.152 -0.997 -1.302
H 15.134165 -6.791579 17.654014 -0.336 -0.209 -0.452
H 15.440371 -8.463247 15.804794 -0.313 0.200 -0.005
H 13.768814 -8.539784 13.955446 -0.383 -0.050 0.101
O 7.749921 -8.371467 13.428977 -0.020 0.358 -0.204
S 8.584842 -7.887866 14.539485 0.981 1.509 0.996
N 9.216386 -6.527158 14.630813 -1.443 -2.400 -0.092
N 8.752619 -3.845613 15.639444 -3.750 -3.239 4.127
C 8.036591 -4.412466 16.444216 4.044 3.611 -4.384
N 7.235273 -4.717661 17.390841 -1.791 -1.288 2.340
C 7.147134 -6.089281 18.038511 -0.064 0.940 -1.165
C 7.206915 -5.925998 19.556633 -0.140 -0.406 0.546
C 6.826388 -4.507860 20.075512 -1.268 -0.646 0.025
C 5.713281 -3.886711 19.234219 -0.479 -1.253 -1.118
C 6.173996 -3.720153 17.770487 0.591 0.059 -0.597
H 7.933170 -6.726595 17.607546 -0.063 0.396 0.252
H 6.199051 -6.549145 17.705637 0.225 0.303 0.214
H 8.184105 -6.203657 19.954396 0.164 0.190 -0.222
H 6.539566 -6.717642 19.967292 0.124 0.741 -0.027
H 7.633474 -3.799551 20.097027 0.779 0.005 -0.037
H 6.441245 -4.606497 21.096489 0.282 0.026 -0.031
H 5.374249 -2.924375 19.578309 0.071 0.405 0.335
H 4.806911 -4.534072 19.238348 0.567 0.209 0.123
H 6.647491 -2.728077 17.636178 -0.299 -0.467 -0.027
H 5.347829 -3.830011 17.039939 0.259 0.203 0.453
C 10.268928 -2.183685 11.289215 0.091 0.494 -0.137
C 10.410178 -1.917774 12.765369 -0.301 0.427 -0.580
C 10.585513 -0.509931 13.224212 -0.778 0.516 0.677
O 10.215640 -2.800360 13.714623 0.005 -0.564 -0.248
H 9.245500 -2.296836 10.850518 0.207 0.084 0.586
H 10.796733 -3.074083 10.997720 0.229 -0.525 -0.075
H 10.741609 -1.352602 10.731765 -0.207 -0.223 0.227
H 10.174655 0.253163 12.542268 -0.403 -0.297 0.115
H 11.609330 -0.178261 13.294261 0.951 -0.090 0.246
H 10.150825 -0.387282 14.256095 0.258 0.068 -1.030
```
Positions in Å, forces in eV/Å.

***

Record 2
C30H39IrN8O2SSe | ωB97M-V/def2-TZVPD

Results
HOMO-LUMO gap (spin up / spin down)	6.72 / 5.55	eV
HOMO (spin up / spin down)	-16.30 / -16.30	eV
⟨S²⟩	0.789
multiplicity	2
ΔE to the lowest compared entry with this formula, charge and spin	0.0	kJ/mol
electronic energy	-4658.15313	Ha
net charge	+3

XYZ file:
```
82
Properties=species:S:1:pos:R:3:forces:R:3
Ir 0.600392 0.893901 1.237389 0.227 0.440 -0.279
N 3.776301 -2.589905 8.458684 -0.014 0.011 -0.030
C 3.234961 -2.133024 7.343912 0.024 -0.017 0.056
C 2.752600 -0.786214 7.279243 -0.024 0.049 -0.030
C 2.181391 -0.327767 6.127008 -0.017 0.002 0.030
C 2.082682 -1.186527 5.018750 0.051 0.077 -0.021
C 2.561235 -2.506614 5.053456 0.016 -0.038 -0.027
C 3.129862 -2.984783 6.199181 0.003 -0.038 -0.031
S 1.243088 -0.688476 3.523095 0.044 -0.195 0.013
O -0.163997 -0.609321 3.818066 0.030 0.033 0.067
O 1.695673 -1.580443 2.491971 -0.024 0.096 0.140
N 1.743149 0.809378 3.045330 -0.173 -0.169 -0.081
C 1.030374 1.911704 3.520853 -0.021 0.223 0.072
N 0.351104 2.423007 2.467322 -0.280 -0.237 0.210
C -0.436721 3.496695 2.635005 0.136 -0.026 -0.193
C -0.498535 4.081247 3.875787 -0.001 0.047 0.047
C 0.223264 3.485472 4.907848 0.038 -0.045 -0.014
N 0.982510 2.400762 4.736569 0.105 -0.138 -0.070
H 3.861434 -2.010859 9.285487 -0.002 0.003 -0.003
H 4.121441 -3.539837 8.530757 -0.002 0.000 -0.004
H 2.842521 -0.148823 8.149542 -0.004 0.009 -0.002
H 1.808841 0.685765 6.063805 0.002 0.017 0.011
H 2.476974 -3.131237 4.175346 0.002 -0.004 0.001
H 3.503010 -3.999607 6.253940 -0.001 -0.003 -0.007
H -0.993210 3.861332 1.782469 -0.010 -0.039 -0.001
H -1.105427 4.957552 4.047553 -0.005 -0.007 0.005
H 0.180279 3.889281 5.911948 0.014 -0.004 0.005
C 4.959514 3.412197 -2.495835 -0.005 -0.004 -0.012
C 4.974212 4.193932 -1.179178 -0.009 -0.011 0.005
C 3.798727 5.152635 -0.976548 -0.026 -0.010 0.005
C 2.493870 4.507004 -0.518451 0.029 -0.002 0.040
N 1.936518 3.568010 -1.504173 -0.009 -0.022 0.009
C 1.964498 2.228953 -1.459147 -0.013 -0.105 -0.063
Se 2.585676 1.191103 0.010001 -0.087 0.084 0.234
N 1.505337 1.723265 -2.608933 0.012 0.050 -0.022
C 1.473599 0.295567 -2.970698 0.027 -0.009 -0.019
C 2.844510 -0.216932 -3.400268 0.007 -0.002 0.009
C 3.368430 0.392176 -4.700269 -0.005 0.008 0.005
C 2.657494 -0.142991 -5.937942 0.004 0.007 -0.008
C 1.160910 2.779580 -3.444065 -0.007 0.009 0.002
C 0.643968 2.807879 -4.740273 -0.009 0.015 0.032
C 0.411307 4.053166 -5.279489 -0.005 -0.012 -0.004
C 0.678270 5.236998 -4.563654 -0.009 0.011 -0.004
C 1.189960 5.212487 -3.286061 -0.002 -0.009 0.011
C 1.429341 3.950562 -2.739074 -0.015 -0.028 -0.045
H 5.966613 3.103344 -2.771363 -0.002 -0.023 0.017
H 4.575673 4.023938 -3.315552 0.027 0.012 -0.004
H 4.359467 2.499916 -2.451044 -0.056 -0.005 -0.002
H 5.886280 4.789759 -1.144719 -0.015 0.024 -0.011
H 5.039201 3.509393 -0.326779 0.032 0.001 0.002
H 3.628747 5.723670 -1.892670 0.000 0.004 0.010
H 4.051545 5.884921 -0.206631 -0.004 -0.009 0.007
H 1.729044 5.263779 -0.333521 0.014 0.010 -0.004
H 2.649342 3.944865 0.403005 -0.005 0.030 -0.025
H 0.736625 0.194079 -3.765836 -0.007 0.000 -0.001
H 1.103270 -0.247394 -2.101889 0.025 -0.007 -0.023
H 2.760288 -1.301038 -3.511393 0.012 -0.008 0.006
H 3.552164 -0.048154 -2.581602 -0.016 0.011 -0.008
H 4.433793 0.170833 -4.776638 -0.002 -0.007 -0.001
H 3.298581 1.484584 -4.659390 0.007 -0.001 0.004
H 2.827171 -1.214484 -6.047521 -0.001 -0.005 -0.001
H 3.022652 0.343139 -6.841160 0.003 0.000 0.000
H 1.576251 0.010934 -5.901740 -0.017 0.001 0.001
H 0.449137 1.906738 -5.303208 0.001 -0.014 -0.009
H 0.018806 4.128785 -6.284203 0.001 -0.001 -0.005
H 0.482009 6.189037 -5.037263 0.001 0.002 0.000
H 1.402721 6.125020 -2.746818 0.002 -0.001 -0.002
C -3.066592 2.715848 -2.511407 -0.019 0.012 -0.020
C -2.270009 1.720016 -1.749703 0.007 -0.017 -0.004
C -2.295370 0.337655 -1.748702 -0.010 0.015 -0.072
C -1.331298 -0.076255 -0.831364 0.038 0.066 0.123
N -0.740039 1.002017 -0.290010 -0.136 -0.070 0.019
N -1.340278 2.087045 -0.845907 0.174 -0.041 -0.038
C -0.944336 -1.454653 -0.416616 0.009 -0.035 -0.021
H -3.401020 2.284748 -3.451952 -0.005 0.005 -0.001
H -2.487315 3.614075 -2.726458 0.014 0.004 -0.005
H -3.951866 3.005490 -1.943396 -0.003 0.002 -0.004
H -2.937824 -0.291970 -2.340350 -0.010 -0.004 0.001
H -0.949577 3.006027 -0.719524 -0.005 0.021 0.028
H -0.837663 -2.098275 -1.289349 -0.026 -0.005 0.001
H -1.707342 -1.891035 0.228562 0.000 -0.007 0.000
H 0.009016 -1.483051 0.124350 -0.015 0.017 0.003
```
Positions in Å, forces in eV/Å.